Record 1
A structure of composition C21H56FeLi2O29P2S7, computed with ωB97M-V/def2-TZVPD.

XYZ file:
```
118
Properties=species:S:1:pos:R:3
Li 0.9858 2.2606 1.4974
Li -0.2249 2.6416 -1.7577
Fe 0.3888 -0.9075 1.5314
P 1.8087 -0.5197 3.3654
O 0.4426 -1.2534 3.4743
O 1.4357 0.6657 2.4020
O 2.1933 -1.3358 2.0683
O 2.9934 -0.6271 4.3023
P -0.2327 0.7477 -0.3719
O 0.6637 -0.5254 -0.2910
O 0.6539 2.0144 -0.2640
O -0.8004 0.5242 1.0398
O -1.1813 0.9795 -1.5525
O -2.4470 4.5709 3.6721
S -1.6876 3.3902 3.3828
O -0.4790 3.4995 2.5950
O -1.2220 2.8225 4.8132
C -0.8544 1.4475 4.9294
C -0.0781 1.2978 6.2380
C -2.7404 2.0588 2.7437
H -0.3193 1.0695 4.0535
H -1.7139 0.7698 5.0087
H 0.1392 0.2964 6.6002
H -0.6324 1.8564 6.9952
H 0.8968 1.7798 6.1375
H -2.1037 1.3947 2.1522
H -3.6003 2.4946 2.2440
H -3.0759 1.4932 3.6133
O 2.8028 0.8255 -3.8992
S 1.4789 1.3097 -4.0912
O 1.0208 2.5007 -3.3790
O 1.2272 1.5774 -5.6478
C 1.4961 2.8588 -6.2109
C 2.9727 3.1904 -6.1481
C 0.3242 -0.0671 -3.9366
H 0.9541 3.6622 -5.7051
H 1.1533 2.8971 -7.2413
H 3.6134 2.3096 -6.2166
H 3.3945 3.7711 -5.3218
H 3.3120 3.8513 -6.9558
H -0.6690 0.2726 -4.2083
H 0.3820 -0.4726 -2.9283
H 0.6687 -0.8369 -4.6271
O -1.5613 -1.9098 1.7110
S -2.9931 -1.9544 1.7451
O -3.6714 -3.2242 1.6364
O -3.4884 -1.1222 3.0238
C -4.9158 -0.9349 3.2362
C -5.2656 -1.5665 4.5481
C -3.5907 -0.8661 0.4151
H -5.4988 -1.3877 2.4336
H -5.0598 0.1455 3.2280
H -6.3395 -1.4149 4.6971
H -4.7409 -1.1860 5.4239
H -5.0654 -2.6385 4.5575
H -3.0118 -1.0758 -0.4839
H -3.4562 0.1930 0.6230
H -4.6493 -1.0694 0.2533
O 4.8751 3.9530 2.7985
S 4.2223 3.0090 1.9306
O 2.7721 3.1240 1.8112
O 4.9313 3.1552 0.4967
C 4.2968 2.4652 -0.6213
C 4.0432 3.5533 -1.6721
C 4.5363 1.2559 2.3336
H 3.3544 2.0267 -0.2954
H 5.0819 1.7938 -0.9638
H 3.6132 3.1701 -2.5962
H 5.0182 3.9981 -1.8815
H 3.4221 4.3347 -1.2363
H 3.9098 0.6808 1.6567
H 4.2653 1.0969 3.3760
H 5.6009 1.0905 2.1813
O -5.7791 2.3971 -4.8269
S -5.1331 2.7140 -3.5963
O -4.5974 4.0265 -3.4042
O -6.2129 2.3716 -2.4529
C -5.8955 2.6767 -1.0858
C -7.1635 2.3816 -0.2749
C -3.8903 1.4544 -3.2541
H -5.7091 3.7445 -0.9554
H -5.0391 2.0789 -0.7772
H -8.0575 2.9393 -0.5278
H -6.9114 2.6611 0.7547
H -7.2737 1.2971 -0.2435
H -4.1540 0.4278 -3.4933
H -3.5547 1.6015 -2.2301
H -3.0459 1.6484 -3.9180
O 4.9790 -1.8585 1.0290
S 4.9485 -1.7655 -0.3986
O 6.0051 -1.0742 -1.1010
O 4.8569 -3.2780 -0.9852
C 5.5805 -4.2817 -0.2530
C 5.7054 -5.4908 -1.1227
C 3.3693 -1.1111 -0.9670
H 4.9768 -4.5213 0.6264
H 6.5381 -3.8868 0.0885
H 6.5221 -6.1112 -0.7430
H 6.0435 -5.2145 -2.1269
H 4.8072 -6.0886 -1.2633
H 2.6213 -1.8428 -0.6975
H 3.5695 -1.0100 -2.0347
H 3.2352 -0.1184 -0.5549
O 2.2607 -4.9139 0.5632
S 0.9272 -4.4105 0.5325
O 0.6166 -3.0900 0.9896
O 0.3580 -4.4428 -0.9787
C -0.9015 -3.8158 -1.2453
C -1.2494 -4.2011 -2.6706
C -0.1215 -5.6349 1.3641
H -0.7518 -2.7410 -1.1000
H -1.6615 -4.1207 -0.5205
H -1.8954 -3.5508 -3.2575
H -1.6211 -5.2274 -2.7062
H -0.3246 -4.2598 -3.2517
H -1.1526 -5.3047 1.2558
H 0.2063 -5.6739 2.4003
H -0.0061 -6.6310 0.9429
```

highest occupied orbital energy (alpha / beta) = -4.70 / -4.50 eV
total charge = -1
DFT total energy = -211294.220 eV
HOMO-LUMO gap (alpha / beta) = 6.15 / 5.94 eV
spin multiplicity = 6

=====

Record 2
The molecule C3H2N2, computed with ωB97M-V/def2-TZVPD.

XYZ file:
```
7
Properties=species:S:1:pos:R:3
C -1.2107 -0.3904 -0.0413
C -0.0115 0.5501 -0.0423
C 1.1970 -0.3410 -0.1256
H 0.0212 1.3159 -0.7431
H 0.0587 0.8893 1.0093
N -2.1741 -0.9905 -0.0473
N 2.1194 -1.0333 -0.0098
```

highest occupied orbital energy = -12.47 eV
SMILES = N#CCC#N
DFT total energy = -6122.181 eV
HOMO-LUMO gap = 12.84 eV

=====

Record 3
A structure of composition C4H7NO2, computed with ωB97M-V/def2-TZVPD.

XYZ file:
```
14
Properties=species:S:1:pos:R:3
C -1.3944 -1.0204 -0.3243
C -0.4115 0.0882 -0.0874
N -0.6724 1.1357 0.6121
O -1.9800 1.1317 1.0653
C 0.8543 0.1700 -0.8276
C 2.0521 0.5070 -0.0327
O 2.0897 -0.9368 -0.1415
H -2.2958 -0.6324 -0.8116
H -0.9577 -1.8029 -0.9479
H -1.7102 -1.4505 0.6314
H -2.0478 1.9897 1.5060
H 1.6640 -0.9708 -1.1433
H 2.8949 1.0091 -0.5120
H 1.9149 0.7826 1.0136
```

highest occupied orbital energy = -8.91 eV
DFT total energy = -9840.752 eV
HOMO-LUMO gap = 9.24 eV

=====

Record 4
The molecule C2H6P2S, computed with ωB97M-V/def2-TZVPD.

XYZ file:
```
11
Properties=species:S:1:pos:R:3
C 1.7993 0.9852 0.6356
C -2.0111 -0.8150 -0.2705
P 1.3613 -0.6058 -0.0976
P 0.3011 1.0427 -0.8639
S -1.4432 0.8692 0.2827
H 1.4889 1.0643 1.7742
H 2.5647 1.5519 0.3408
H -2.6681 -1.1002 0.6798
H -1.0310 -1.4635 -0.3040
H -2.6249 -0.8816 -1.1159
H 2.2631 -0.6472 -1.0613
```

highest occupied orbital energy = -8.58 eV
SMILES = CSP1#[PH]C1
DFT total energy = -31582.304 eV
HOMO-LUMO gap = 9.24 eV

=====

Record 5
The molecule C5H8, computed with ωB97M-V/def2-TZVPD.

XYZ file:
```
13
Properties=species:S:1:pos:R:3
C 0.4271 0.1806 1.3625
C 1.1993 -0.2168 -1.3504
C -0.1302 -0.4061 -1.2919
C -0.9282 -0.3845 -0.0990
C -0.8997 0.6488 0.9721
H 1.3028 0.8367 1.2473
H 0.5996 -0.7379 1.9034
H 1.6884 0.0260 -2.2848
H 1.8347 -0.3846 -0.4865
H -0.6751 -0.6176 -2.2162
H -1.8100 -1.0532 -0.0972
H -0.9389 1.6786 0.6347
H -1.6697 0.4301 1.7060
```

highest occupied orbital energy (alpha / beta) = -7.52 / -7.52 eV
DFT total energy = -5310.673 eV
HOMO-LUMO gap (alpha / beta) = 7.97 / 7.97 eV

=====

Record 6
A cluster of 2 separate species, C5H13NO2 in total, computed with ωB97M-V/def2-TZVPD.

XYZ file:
```
21
Properties=species:S:1:pos:R:3
C -2.5404 -0.1521 -1.7004
C -1.4313 0.5911 -1.0141
N -0.5572 0.2457 0.0344
C -0.3055 -0.9422 0.9099
C 1.0359 -1.4631 0.6509
C 2.1456 -0.7568 1.5643
O -1.1458 1.7259 -1.4402
H -2.6495 -1.2388 -1.3180
H -2.3137 -0.1553 -2.7411
H -3.4189 0.4331 -1.5993
H 0.1168 1.0046 0.2712
H -1.2240 -1.6218 0.8648
H -0.3690 -0.5861 1.9443
H 1.0894 -1.1671 -0.4423
H 1.1592 -2.5010 0.7230
H 2.1655 -1.1150 2.6174
H 3.0452 -1.0449 1.0951
H 1.9095 0.2387 1.5188
H 1.8004 3.0037 -0.8226
H 0.3363 2.9012 -0.7855
O 1.1516 2.6004 -0.3304
```

highest occupied orbital energy (alpha / beta) = -15.48 / -15.43 eV
total charge = +1
DFT total energy = -10971.272 eV
HOMO-LUMO gap (alpha / beta) = 11.72 / 6.90 eV
spin multiplicity = 2

=====

Record 7
A structure of composition C27H28NO7PS2SiZr, computed with ωB97M-V/def2-TZVPD.

XYZ file:
```
68
Properties=species:S:1:pos:R:3
Zr 0.2851 0.4094 -0.0490
O 1.2134 -0.1737 1.7491
S 2.5336 -0.3770 1.0822
O 3.5733 0.4588 1.5854
O 2.2283 -0.2258 -0.3682
C 2.9887 -2.0942 1.2050
C 4.2404 -2.4762 1.6481
C 4.6279 -3.8020 1.5249
C 3.7727 -4.7172 0.9268
C 2.5106 -4.3289 0.5087
C 2.0941 -3.0057 0.6585
P 0.3985 -2.4011 0.2151
C 0.2563 -3.1918 -1.4354
C 1.3670 -3.1692 -2.2794
C 1.2591 -3.6051 -3.5874
C 0.0348 -4.0233 -4.0835
C -1.0825 -4.0020 -3.2658
C -0.9731 -3.5928 -1.9486
C -0.5966 -3.5102 1.3055
C -1.9821 -3.3509 1.2315
C -2.8241 -4.0950 2.0395
C -2.3029 -4.9791 2.9702
C -0.9296 -5.0998 3.0926
C -0.0827 -4.3772 2.2671
H 4.8872 -1.7264 2.0717
H 5.6035 -4.1139 1.8627
H 4.0840 -5.7432 0.7956
H 1.8335 -5.0436 0.0601
H 2.3154 -2.7919 -1.9151
H 2.1295 -3.6012 -4.2283
H -0.0504 -4.3449 -5.1107
H -2.0475 -4.2890 -3.6579
H -1.8552 -3.5626 -1.3278
H -2.3879 -2.6069 0.5591
H -3.8936 -3.9757 1.9523
H -2.9575 -5.5587 3.6058
H -0.5100 -5.7661 3.8323
H 0.9829 -4.4945 2.3949
O -1.6618 -0.4654 0.1721
S -1.7508 0.0166 -1.2590
O -2.9380 -0.3146 -1.9559
O -1.4005 1.4499 -1.0723
O -0.4561 -0.5137 -1.8182
C 1.2498 4.0740 2.6545
Si 0.1510 3.2525 1.2988
C -0.9895 1.9317 2.1189
C -1.0130 4.5774 0.5305
N 1.0222 2.2855 0.1767
C 1.7909 2.6774 -0.8866
C 1.6790 1.9870 -2.1174
C 2.4758 2.3359 -3.1946
C 3.3819 3.3819 -3.0977
C 3.5055 4.0637 -1.8958
C 2.7255 3.7229 -0.8081
H 0.6708 4.3296 3.5368
H 1.7077 4.9918 2.2977
H 2.0461 3.3977 2.9565
H -1.6618 2.3612 2.8567
H -0.4061 1.1457 2.6098
H -1.6105 1.4842 1.3342
H -1.6243 5.0393 1.2992
H -1.6715 4.0979 -0.1900
H -0.4781 5.3695 0.0165
H 0.9264 1.1913 -2.2187
H 2.3743 1.7942 -4.1259
H 3.9848 3.6591 -3.9482
H 4.2290 4.8618 -1.8027
H 2.8321 4.2432 0.1328
```

highest occupied orbital energy = -8.01 eV
DFT total energy = -84398.353 eV
HOMO-LUMO gap = 7.96 eV

=====

Record 8
A cluster of 26 separate species, C12H75BBrNO32P3 in total, computed with ωB97M-V/def2-TZVPD.

XYZ file:
```
125
Properties=species:S:1:pos:R:3
C 0.0281 2.4814 1.5927
C -1.3203 2.1288 1.0120
C -1.5147 1.0145 -0.2193
P -2.5459 1.7768 -1.6860
O -1.4760 2.3301 -2.9662
Br -3.6905 3.6270 -0.9848
O -0.1431 1.0703 -0.8259
B 0.0215 -0.3111 -1.3221
C 1.4586 -0.7313 -2.0035
C 2.6823 -0.9860 -0.9426
O 2.6954 -0.5344 0.3267
N 3.8952 -1.8166 -1.4095
C 4.4027 -1.2992 -2.7602
C 3.5297 -3.2820 -1.5492
O -0.4905 -1.1090 -0.1604
C -1.8285 -0.5390 0.2089
C -2.8289 -1.4606 -0.7057
P -2.2613 -3.3064 -0.8662
O -1.1099 -3.5101 -1.9458
O -1.6981 -4.0007 0.6282
O -3.6771 -4.1554 -1.5223
P -2.3211 -0.9383 2.0273
C -0.8903 -0.4054 3.2378
C -3.8194 0.0929 2.6139
C -4.8313 0.5901 1.4242
H 0.1310 3.3770 2.3734
H 1.0199 1.8787 1.3685
H -2.3292 2.5899 1.4205
H -1.0028 3.1230 -2.5760
H -0.7302 -0.4410 -2.2382
H 1.2655 -1.7229 -2.6318
H 1.7426 0.1085 -2.8017
H 4.6784 -0.1676 -2.6255
H 3.6214 -1.4365 -3.6338
H 5.4087 -1.8466 -3.0805
H 3.6223 -3.8741 -0.5194
H 4.3449 -3.7751 -2.2679
H 2.4759 -3.4776 -2.0281
H -3.8687 -1.5012 -0.1504
H -2.9445 -1.0820 -1.8277
H -0.7086 -3.7855 0.7615
H -4.4397 -3.4894 -1.6485
H -1.2413 0.6196 3.7379
H -0.7789 -1.1619 4.1445
H 0.1122 -0.1908 2.6737
H -4.4433 -0.6052 3.3486
H -3.5065 1.0453 3.2535
H -4.3121 0.8695 0.4133
H -5.3434 1.5929 1.8201
H -5.6921 -0.2027 1.2195
O 2.4976 4.5044 1.2722
H 2.6820 3.8169 0.6149
H 3.3064 5.0379 1.2860
O -2.1978 -0.8148 -4.8019
H -2.1701 -1.5713 -4.1971
H -1.9202 -0.0660 -4.2530
O -0.3710 -4.0635 -4.6372
H -0.6427 -3.9922 -3.7098
H 0.3460 -4.7152 -4.6215
O -6.1713 -1.8707 2.1287
H -6.4600 -2.4688 1.4231
H -6.8297 -1.9988 2.8280
O -5.1087 0.6169 -3.4370
H -4.3158 0.3634 -3.9329
H -5.4329 1.4038 -3.9004
O 2.6571 2.5999 3.6600
H 2.5177 3.2745 2.9786
H 3.5822 2.3364 3.5425
O 3.6510 7.2324 2.8700
H 3.2603 8.0381 2.4999
H 2.9049 6.7855 3.2974
O 1.5372 3.0334 -4.2803
H 1.1465 3.8391 -4.6504
H 0.7911 2.5865 -3.8529
O -2.9039 2.2749 4.8608
H -3.5973 2.6115 5.4480
H -2.7727 2.9897 4.2199
O 3.6311 10.4321 3.4658
H 3.4917 11.1068 2.7844
H 4.5562 10.1686 3.3483
O 1.1596 -1.0294 5.9683
H 1.3564 -1.4083 5.0985
H 1.1282 -0.0746 5.8059
O -6.4869 -2.2885 -0.7737
H -6.4617 -2.4590 -1.7272
H -7.0936 -1.5380 -0.6861
O -1.2999 -4.6387 3.7876
H -1.4478 -4.5072 2.8391
H -0.3562 -4.8496 3.8503
O -1.1559 4.4225 5.6283
H -1.4276 4.4938 6.5557
H -0.4390 3.7707 5.6441
O -8.8547 -4.0376 -1.4015
H -8.6703 -4.7251 -2.0588
H -8.0459 -3.5041 -1.3877
O 7.2914 -3.2037 -2.7267
H 7.4758 -3.8912 -3.3841
H 8.1002 -2.6702 -2.7129
O 6.3813 -4.3707 -5.1644
H 5.5359 -3.9009 -5.1053
H 6.2145 -5.0721 -5.8118
O 1.5651 -5.2374 4.4630
H 1.5928 -5.9938 5.0679
H 1.8427 -4.4886 5.0119
O 6.4708 -1.5908 -5.9869
H 6.0121 -1.4659 -6.8313
H 6.7839 -2.5071 -6.0241
O 2.0212 -1.9151 -5.6132
H 1.6305 -1.1093 -5.9833
H 1.2751 -2.3619 -5.1858
O 1.1710 9.3486 2.3088
H 1.8046 10.0580 2.4936
H 0.4009 9.8114 1.9459
O 10.2069 -3.1347 -2.7257
H 9.9351 -3.0634 -1.7984
H 10.9238 -3.7864 -2.7100
O -6.3610 1.0994 4.1350
H -7.2064 1.5691 4.1940
H -6.5278 0.3979 3.4876
O -5.7443 -6.4504 -2.3146
H -5.5599 -7.1380 -2.9719
H -4.9355 -5.9169 -2.3008
O 6.5952 7.7247 4.2355
H 6.3826 7.5155 5.1575
H 5.8037 7.4549 3.7459
```

highest occupied orbital energy = -4.93 eV
total charge = -1
DFT total energy = -179254.088 eV
HOMO-LUMO gap = 6.42 eV

=====

Sequential energy above the lowest of the compared OMol25 structures with the same formula, charge and spin output: 0.0, 29.4, 629.8, 68.1, 337.1, 149.7, 111.5, 731.9 kJ/mol